1.
9
Properties=species:S:1:pos:R:3:forces:R:3:lowdin_charge:R:1 method="wB97M-V/def2-TZVPD" de_lowest_kcal_mol=143.6 gap_ev="6.635 / 6.636" total_charge=-1 e_lumo_ha="0.1186 / 0.1186" max_force_ev_per_a=3.740
C -0.2111 -2.0367 -0.0675 2.849 1.294 0.349 -0.2745
C 0.9784 0.8298 -0.3295 0.699 -0.202 1.197 -0.3540
C -1.4902 1.2764 -0.0064 2.961 -0.009 -0.717 -0.8745
N -0.3236 1.3543 -0.2129 0.192 -0.446 0.840 -0.0794
O 2.3721 -1.4554 -0.2596 1.296 0.033 0.144 -0.5440
S -3.0301 1.2092 0.1974 -2.296 0.034 0.300 0.5667
S 1.0590 -0.9590 0.1127 -3.387 -0.918 -1.292 0.6461
H -1.1207 -1.5565 0.2162 -0.848 0.799 0.297 -0.1263
H 1.7663 1.3379 0.3497 -1.466 -0.585 -1.118 0.0399

=====

2.
10
Properties=species:S:1:pos:R:3:forces:R:3:lowdin_charge:R:1 method="wB97M-V/def2-TZVPD" de_lowest_kcal_mol=31.3 smiles=OCCO gap_ev=10.772 e_lumo_ha=0.0260 max_force_ev_per_a=4.317
O 1.3169 0.5367 0.1023 0.411 1.468 4.039 -0.1343
C 0.5268 -0.6065 0.5347 0.487 0.318 -1.463 -0.2586
C -0.9431 -0.2698 0.2507 1.269 -2.393 0.356 -0.2939
O -0.9931 0.2670 -1.0353 0.419 3.009 -0.122 -0.0980
H 1.4269 1.1272 0.9776 -0.222 -1.848 -3.125 0.1599
H 0.9274 -1.4916 -0.0243 -0.648 0.875 0.032 0.1287
H 0.6316 -0.8753 1.5573 0.433 0.136 1.181 0.0925
H -1.3544 0.2767 1.1683 0.009 -0.312 -1.623 0.1347
H -1.3232 -1.3245 0.1320 -0.730 1.241 0.514 0.1297
H -0.4006 1.1166 -1.0592 -1.428 -2.494 0.212 0.1393

=====

3.
74
Properties=species:S:1:pos:R:3:forces:R:3:lowdin_charge:R:1 method="wB97M-V/def2-TZVPD" de_lowest_kcal_mol=6.9 gap_ev=7.006 total_charge=-1 e_lumo_ha=0.0814 max_force_ev_per_a=0.673
Ga -1.5648 0.0750 -0.3736 0.575 -0.091 0.260 0.2960
S 2.7099 0.8262 -7.5240 0.130 0.030 -0.131 0.4598
C 1.6677 0.8412 -6.2519 0.041 -0.082 0.066 -1.5126
S 1.4606 -0.4999 -5.1540 -0.166 0.315 -0.003 0.8686
C 0.2434 0.1845 -4.1251 0.369 -0.040 -0.105 -0.8137
C -0.0898 1.4290 -4.4789 -0.001 0.242 0.103 -1.1359
S -1.5277 1.9042 -3.5965 -0.204 0.130 -0.135 0.6609
S 0.6728 2.2078 -5.8528 -0.041 -0.326 0.200 0.8747
S -1.5802 -0.1593 -3.0857 0.061 -0.280 0.135 0.6866
C -2.9053 -2.7942 1.3353 0.236 0.094 -0.095 -0.1660
Si -1.3682 -2.9524 0.2333 0.023 -0.268 0.090 0.4223
C -2.0431 -3.3379 -1.4878 0.130 0.257 0.149 -0.1599
C -0.3948 -4.4826 0.7936 -0.115 0.172 -0.044 -0.1726
C -0.2974 -1.3933 0.3302 -0.400 0.503 -0.200 -0.4722
Si 1.3324 -1.5094 -0.6243 0.238 -0.159 0.061 0.4319
C 2.6081 -2.4019 0.4703 -0.150 0.072 -0.094 -0.1719
C 1.2309 -2.5835 -2.1752 -0.047 0.143 0.154 -0.1796
C 2.0574 0.1618 -1.1146 -0.236 -0.147 0.133 -0.1538
Si -0.0335 -0.7926 2.0819 0.226 -0.289 0.285 0.5059
C 0.1600 -2.1580 3.3863 0.013 0.116 -0.184 -0.1677
C 1.3478 0.4474 2.4318 -0.078 -0.183 -0.289 -0.1473
C -1.6375 0.1249 2.5650 0.149 -0.088 -0.034 -0.2573
C -1.9790 0.5507 3.8437 -0.032 -0.049 -0.003 -0.0487
C -3.1848 1.2026 4.0461 -0.013 -0.023 -0.076 -0.0547
C -4.0362 1.3996 2.9672 0.040 -0.022 0.084 -0.0367
C -3.6387 0.9595 1.7187 -0.116 0.092 0.003 -0.0864
N -2.4672 0.3504 1.5377 0.046 0.284 -0.185 0.0238
H -3.4549 -3.7379 1.3579 0.032 -0.039 -0.040 0.0337
H -3.5633 -2.0284 0.9169 -0.032 -0.041 0.017 0.0265
H -2.6707 -2.5135 2.3645 -0.050 -0.014 -0.002 0.0159
H -2.6579 -4.2410 -1.4537 -0.002 -0.017 0.097 0.0369
H -1.2514 -3.4995 -2.2181 -0.037 -0.039 0.008 0.0137
H -2.6730 -2.5215 -1.8518 -0.031 -0.016 0.001 0.0147
H -1.0734 -5.3339 0.8941 -0.005 -0.010 -0.020 0.0293
H 0.0980 -4.3279 1.7544 0.004 -0.039 -0.030 0.0075
H 0.3689 -4.7497 0.0597 -0.004 -0.003 0.009 0.0177
H 2.2696 -3.4130 0.7101 -0.004 0.012 -0.006 0.0171
H 2.8036 -1.8862 1.4127 0.040 -0.017 -0.032 0.0060
H 3.5553 -2.4887 -0.0687 0.016 0.022 0.008 0.0328
H 1.1512 -3.6447 -1.9259 -0.053 0.023 -0.011 0.0267
H 2.1442 -2.4496 -2.7598 0.044 0.028 0.029 0.0279
H 0.3912 -2.3070 -2.8118 -0.001 0.025 -0.061 -0.0031
H 2.2151 0.8040 -0.2454 -0.004 -0.014 0.007 0.0140
H 1.3743 0.6757 -1.7933 0.019 0.027 -0.017 0.0122
H 3.0119 0.0336 -1.6319 -0.002 -0.081 0.008 0.0497
H 1.0810 -2.7203 3.2131 0.003 0.016 0.008 0.0279
H -0.6705 -2.8651 3.3782 0.015 0.020 0.010 0.0178
H 0.2235 -1.7198 4.3856 0.004 0.033 -0.001 0.0267
H 2.3326 0.0481 2.1817 -0.013 0.010 0.021 0.0254
H 1.3556 0.7018 3.4946 -0.070 -0.016 0.013 0.0419
H 1.2113 1.3734 1.8742 -0.069 -0.074 0.033 0.0068
H -1.2966 0.3694 4.6647 -0.021 0.024 0.015 0.1038
H -3.4624 1.5546 5.0320 0.006 -0.005 0.006 0.1054
H -4.9825 1.9080 3.0855 -0.017 -0.026 -0.018 0.1062
H -4.2438 1.0920 0.8321 0.055 0.060 -0.038 0.1211
F 3.3625 3.5372 -2.9362 0.023 -0.064 -0.023 0.0958
C 2.9714 3.5650 -1.6593 -0.197 0.120 -0.193 -0.1946
C 1.6784 3.7106 -1.3408 0.306 -0.048 -0.085 0.0541
N 1.2552 3.7854 -0.0368 0.050 -0.009 0.254 0.0100
C -0.1440 4.0244 0.2698 -0.218 -0.285 -0.081 -0.0204
C -1.0965 2.8453 -0.0076 -0.103 0.360 -0.066 -0.5870
O -2.2940 3.0661 0.0382 0.227 -0.094 0.091 0.0633
O -0.5129 1.7166 -0.2438 -0.219 -0.359 0.051 -0.0478
C 2.1419 3.6619 1.0140 -0.184 0.130 0.041 -0.4850
O 1.8125 3.7248 2.1842 0.068 0.027 -0.072 0.0597
N 3.4547 3.4827 0.6379 0.060 -0.029 -0.060 0.2208
C 4.0056 3.4729 -0.6447 -0.047 0.015 0.186 -0.4026
O 5.2020 3.4070 -0.8122 -0.045 -0.068 -0.085 0.0959
H 0.9161 3.7777 -2.1044 -0.053 -0.046 -0.024 0.1509
H -0.5139 4.8898 -0.2790 0.041 -0.002 -0.024 0.1385
H -0.1981 4.2378 1.3345 -0.054 0.042 0.000 0.1310
H 4.1092 3.3998 1.4006 0.031 0.014 0.041 0.1661
O -3.2744 0.1024 -1.0684 0.259 -0.074 -0.188 -0.2952
O -3.2052 -0.1197 -2.4941 -0.446 0.118 0.076 -0.6092

=====

4.
67
Properties=species:S:1:pos:R:3:forces:R:3:lowdin_charge:R:1 method="wB97M-V/def2-TZVPD" de_lowest_kcal_mol=0.0 gap_ev="6.896 / 7.347" spin_multiplicity=5 total_charge=+1 e_lumo_ha="-0.1124 / -0.1141" max_force_ev_per_a=3.189
Fe -0.8153 0.2080 -0.5192 -0.108 -0.681 0.148 0.4574
S -2.0790 7.6081 -1.0081 0.546 -0.706 -0.199 1.0548
N -0.8644 6.7034 -1.6138 -0.341 -0.111 0.415 -0.2018
C -1.0652 5.4404 -1.1964 0.088 2.113 -1.371 -0.2936
C -0.3251 4.3170 -1.6826 -0.087 -1.892 0.712 -0.0661
C 0.7559 4.3604 -2.5621 0.140 0.270 -0.007 0.0273
C 1.3487 3.1642 -2.9485 -0.053 -0.703 0.415 -0.0030
C 0.8664 1.9753 -2.3490 0.048 0.308 -0.685 -0.0820
N -0.1354 1.9189 -1.4717 0.464 0.270 -1.049 0.0282
C -0.7598 3.0483 -1.1753 0.336 2.107 -0.427 -0.1197
C -1.8871 2.9754 -0.2616 0.270 0.424 0.930 -0.1354
N -2.0086 1.8042 0.3637 -0.603 -0.184 0.913 0.0510
C -2.9864 1.6732 1.2486 -0.300 -1.333 -0.935 -0.0712
C -3.9564 2.6361 1.4619 -0.115 -1.231 0.858 -0.0294
C -3.7275 3.8630 1.0152 1.093 2.439 -1.740 0.0250
C -2.6473 4.0833 0.1169 -0.219 -1.068 0.361 -0.0519
C -2.2254 5.3337 -0.4293 -0.988 -0.361 0.681 -0.3366
N -2.9027 6.4445 -0.2436 0.196 0.903 -0.091 -0.1978
H 1.0875 5.3521 -2.8964 -0.039 -0.581 -0.061 0.1339
H 2.1879 3.1020 -3.6632 -0.644 0.146 0.519 0.1252
H 1.2136 0.9901 -2.6364 0.525 0.239 -0.034 0.0965
H -3.1176 0.6886 1.6771 0.234 0.076 0.163 0.1037
H -4.8613 2.4523 1.9973 -0.156 -0.398 0.618 0.1212
H -4.3562 4.6769 1.3162 -0.221 0.407 -0.159 0.1267
C 4.6005 1.1496 3.8839 0.412 -0.387 -1.088 -0.0560
C 3.9380 0.9432 2.5119 0.849 0.839 1.425 -0.3140
O 3.3670 -0.3698 2.5577 -0.908 -0.078 -1.734 -0.3265
P 2.5542 -0.7563 1.2027 -1.275 0.022 1.191 -0.0255
S 0.7007 0.1230 1.3521 1.212 -0.178 0.368 0.3650
S 3.5516 -0.7238 -0.4849 0.422 0.799 -0.053 0.3776
O 2.3319 -2.3251 1.4988 0.605 -0.015 0.291 -0.4448
C 1.9770 -2.7989 2.8152 -0.741 0.154 0.479 -0.2744
C 1.3219 -4.1220 2.5414 0.285 -0.828 -0.461 -0.0726
H 5.3031 1.9855 3.8266 0.010 -0.213 0.113 0.0839
H 5.1083 0.2063 4.0932 0.323 0.277 0.245 0.0807
H 3.8967 1.3364 4.6748 -0.461 0.083 0.181 0.0714
H 4.6691 0.9636 1.7032 0.040 0.118 0.054 0.0942
H 3.2099 1.7454 2.3786 -0.371 -0.352 -0.360 0.1051
H 1.2418 -2.0946 3.2432 0.469 -0.177 0.003 0.1075
H 2.8625 -2.8910 3.4708 -0.340 0.233 -0.511 0.1350
H 0.3694 -3.9671 1.9819 0.767 -0.293 0.251 0.0913
H 1.1048 -4.6819 3.4533 -0.026 0.140 -0.040 0.0864
H 2.0792 -4.7350 1.9663 -1.047 0.356 0.393 0.0946
Br -4.8811 -4.8824 -1.7378 0.022 0.385 -0.065 0.7107
C -4.0567 -3.1849 -1.4342 0.344 0.233 -1.580 -0.6911
C -3.5131 -2.4485 -2.5112 0.479 -0.020 0.644 -0.1218
C -2.7174 -1.3218 -2.2061 -0.191 -1.166 0.526 -0.1503
C -2.4557 -0.9493 -0.8706 -0.105 0.151 -1.138 -0.2548
C -3.1624 -1.6246 0.1171 0.712 0.946 -0.170 -0.1415
C -3.9285 -2.7330 -0.1484 -0.443 -0.072 0.431 -0.1559
H -3.5800 -2.8014 -3.5395 -0.244 0.044 0.263 0.0984
H -2.1710 -0.8325 -3.0094 -0.250 0.025 -0.145 0.0814
H -3.0228 -1.1915 1.0983 -0.321 -0.734 0.482 0.0696
H -4.4496 -3.2398 0.6312 -0.168 -0.383 0.512 0.0931
N 2.5308 -3.5594 -0.9067 1.504 -1.281 0.415 0.1196
C 1.2682 -3.7642 -1.6966 0.938 0.384 -1.175 -0.1212
C 0.2301 -2.7501 -1.2927 0.778 0.061 1.868 -0.2636
N 0.4523 -1.3764 -1.6518 1.771 1.290 -0.792 -0.0561
H 3.1885 -4.3492 -0.9639 -0.502 -0.064 -0.317 0.1687
H 2.4034 -3.4376 0.1107 -0.626 0.135 0.078 0.0804
H 3.1658 -2.7368 -1.0730 -0.950 0.234 -0.459 0.0085
H 0.8731 -4.7554 -1.5127 0.203 -0.258 0.268 0.1298
H 1.5781 -3.7251 -2.7658 -0.384 0.089 0.625 0.1433
H 0.2624 -2.7684 -0.1695 -0.682 -0.115 -0.791 0.1170
H -0.7221 -3.0566 -1.6657 -0.780 -0.261 0.008 0.1076
H 0.3531 -1.2848 -2.6759 0.277 0.138 0.672 0.1050
H 1.4280 -1.0335 -1.3364 -1.672 -0.714 -0.879 -0.0175

=====

5.
57
Properties=species:S:1:pos:R:3:forces:R:3:lowdin_charge:R:1 method="wB97M-V/def2-TZVPD" de_lowest_kcal_mol=0.0 smiles="CCOC(=O)[C@H]1CCCN(C(=O)CCNS(=O)(=O)c2ccc3c(c2)CCC(=O)N3)C1" gap_ev=9.410 e_lumo_ha=0.0193 max_force_ev_per_a=0.909
C 3.5738 3.5675 -3.1479 -0.096 -0.251 0.393 -0.0616
C 2.9995 3.4015 -1.7544 -0.109 0.527 -0.049 -0.2138
O 3.2875 2.0760 -1.2972 0.183 -0.097 -0.431 0.0085
C 3.0810 1.8310 -0.0105 0.234 -0.418 0.193 -0.4742
O 2.8069 2.6723 0.8069 -0.024 0.186 0.069 0.1219
C 3.2047 0.3378 0.2602 -0.089 -0.023 0.024 -0.1742
C 3.4859 0.0065 1.7285 -0.085 0.345 -0.041 -0.1328
C 2.3039 0.3743 2.6270 -0.057 -0.193 0.035 -0.1518
C 1.0043 -0.2178 2.0769 0.084 0.220 0.396 -0.1393
N 0.8103 0.1938 0.7037 0.118 -0.243 -0.139 -0.0284
C 0.1261 1.2973 0.2981 -0.187 -0.105 0.297 -0.4573
O 0.2270 1.7167 -0.8401 0.049 0.378 -0.274 0.0644
C -0.7796 1.9520 1.3245 0.020 0.300 -0.276 -0.0890
C -1.7387 2.9422 0.6712 0.403 0.000 0.510 -0.2089
N -2.6356 2.2521 -0.2322 -0.623 -0.656 0.085 -0.1275
S -3.4681 0.9047 0.2728 -0.041 0.181 -0.298 0.6556
O -3.5959 0.8665 1.7063 0.244 -0.025 -0.128 -0.2932
O -4.6609 0.8516 -0.5211 0.103 0.087 -0.243 -0.2850
C -2.3847 -0.4223 -0.2328 -0.385 0.446 0.297 -0.2800
C -1.8742 -0.4155 -1.5156 0.050 -0.171 -0.123 -0.0513
C -1.0370 -1.4397 -1.9141 -0.096 -0.010 0.094 0.0064
C -0.7300 -2.4705 -1.0294 -0.324 0.359 0.348 -0.1912
C -1.2731 -2.4873 0.2598 -0.020 0.028 -0.081 -0.1581
C -2.0971 -1.4457 0.6494 0.022 -0.039 -0.022 -0.0051
C -0.9729 -3.6682 1.1363 0.055 0.013 -0.028 -0.1184
C 0.4418 -4.1802 0.8819 -0.096 -0.141 0.060 -0.0823
C 0.7138 -4.4029 -0.5918 0.171 -0.108 0.364 -0.4712
O 1.4429 -5.2652 -1.0241 0.116 -0.168 -0.026 0.0793
N 0.1095 -3.5044 -1.4229 -0.062 0.091 -0.625 0.1581
C 1.8630 -0.2925 -0.1614 0.171 0.114 -0.427 -0.0918
H 4.6521 3.4305 -3.1320 0.103 0.019 -0.045 0.0767
H 3.3482 4.5635 -3.5174 -0.018 0.100 -0.057 0.0770
H 3.1384 2.8325 -3.8189 -0.030 -0.039 -0.135 0.0772
H 1.9104 3.5193 -1.7527 0.143 0.007 0.063 0.1214
H 3.4329 4.1204 -1.0505 -0.102 -0.115 -0.121 0.1245
H 3.9975 -0.0535 -0.3825 -0.066 0.027 0.010 0.1545
H 3.6867 -1.0656 1.8052 0.046 -0.025 -0.020 0.1191
H 4.3761 0.5416 2.0622 0.055 -0.077 0.020 0.1217
H 2.2154 1.4592 2.6649 -0.037 -0.049 0.090 0.1028
H 2.4775 0.0038 3.6382 -0.012 -0.006 0.055 0.1157
H 1.0641 -1.3120 2.0842 -0.090 0.002 0.040 0.1131
H 0.1564 0.0775 2.6909 -0.022 -0.073 -0.021 0.1195
H -1.3683 1.2090 1.8601 0.235 0.042 0.169 0.0880
H -0.1498 2.4904 2.0367 -0.009 -0.073 0.084 0.1375
H -1.1712 3.6668 0.0817 -0.097 -0.095 0.050 0.1268
H -2.2938 3.4669 1.4609 0.128 -0.039 -0.120 0.1230
H -3.2220 2.8555 -0.7842 -0.258 -0.068 -0.133 0.1146
H -2.1231 0.3958 -2.1780 0.083 0.108 -0.150 0.1232
H -0.6178 -1.4474 -2.9090 0.067 0.036 -0.122 0.1208
H -2.5333 -1.4190 1.6361 -0.006 -0.059 0.183 0.1260
H -1.0992 -3.4056 2.1873 -0.038 -0.031 -0.012 0.1216
H -1.6893 -4.4639 0.9065 0.004 -0.025 0.070 0.1333
H 0.6279 -5.1146 1.4115 0.073 0.049 -0.114 0.1268
H 1.1773 -3.4491 1.2329 0.017 0.001 -0.012 0.1102
H 0.3441 -3.5746 -2.4052 0.050 -0.093 0.166 0.1624
H 1.9216 -1.3811 -0.0765 0.007 -0.010 0.006 0.1244
H 1.6180 -0.0182 -1.1883 0.043 -0.142 0.107 0.1304

=====

6.
12
Properties=species:S:1:pos:R:3:forces:R:3:lowdin_charge:R:1 method="wB97M-V/def2-TZVPD" de_lowest_kcal_mol=103.1 gap_ev="6.960 / 6.962" e_lumo_ha="-0.0125 / -0.0124" max_force_ev_per_a=5.442
C 0.6673 -1.3152 0.0061 -1.064 0.185 0.492 -0.1901
C -0.3454 -0.4139 0.3286 1.203 -3.931 -0.765 -0.1992
C 2.0287 -0.9377 -0.1754 0.015 0.408 -0.042 -0.4077
C -0.4141 0.8975 0.5286 -0.064 4.907 -0.172 -0.1379
N -0.5365 1.9142 -0.3135 -0.954 -0.686 -1.061 0.0733
O 4.0692 0.5575 -0.0602 5.378 0.213 -0.800 -0.5585
S 2.6833 0.5193 0.1317 -5.381 -0.127 0.778 0.8743
H 0.5045 -2.4167 0.0305 -0.250 1.152 0.098 0.1071
H -1.2544 -0.8066 0.7753 -0.362 -0.480 -0.379 0.1185
H 2.7198 -1.6814 -0.5087 0.456 -0.459 -0.130 0.0667
H -0.5997 1.8199 -1.3709 0.163 -0.321 1.575 0.1409
H -0.8955 2.8421 -0.0418 0.858 -0.861 0.406 0.1127